{
  "formula": "C39H32FN7O4Ta",
  "method": "the ωB97M-V functional and the def2-TZVPD basis",
  "elements": ["C", "O", "H", "C", "H", "H", "O", "C", "C", "H", "C", "H", "H", "C", "H", "H", "C", "C", "H", "H", "C", "C", "C", "C", "H", "C", "H", "C", "H", "Ta", "N", "H", "C", "C", "C", "C", "C", "N", "H", "C", "C", "H", "H", "H", "H", "C", "C", "C", "C", "C", "C", "C", "C", "N", "C", "H", "O", "O", "N", "H", "C", "N", "C", "C", "H", "H", "H", "H", "C", "C", "H", "C", "H", "H", "N", "N", "C", "H", "H", "H", "C", "F", "H", "C"],
  "positions_angstrom": [[-4.099, 5.820, 2.571], [-1.438, -0.039, 1.412], [-0.953, -4.980, -1.628], [-1.807, 4.263, 2.898], [-3.617, 6.620, 4.501], [-2.233, -0.604, -5.491], [-1.044, 2.524, 0.831], [-0.484, -3.173, -4.560], [-0.772, 1.648, -4.476], [1.873, -2.067, 5.834], [-3.245, -3.021, -1.737], [3.759, -0.884, 6.985], [-0.145, -1.752, -1.471], [-3.247, -0.748, -1.017], [0.187, -5.047, -3.690], [1.087, -4.079, -5.733], [4.415, -1.907, 2.955], [-3.327, 5.926, 3.724], [0.440, -0.837, 4.738], [0.906, -2.320, -7.509], [-0.888, 0.134, 2.653], [0.257, -2.310, -6.641], [-2.209, 3.235, 0.695], [3.572, -0.685, 0.539], [5.567, -1.937, 4.749], [3.411, -0.571, 6.001], [5.430, -3.485, 3.956], [0.552, -0.294, 2.661], [-4.985, 6.429, 2.453], [-0.784, 0.898, -0.126], [2.276, -1.306, 3.944], [-4.320, 4.849, 0.674], [2.698, -0.739, 1.636], [3.129, -1.323, 2.854], [5.233, -1.853, 1.854], [4.868, -2.589, 4.220], [-2.185, 5.150, 3.886], [-2.149, 2.192, -1.206], [-3.814, 3.629, -2.584], [1.333, 0.571, -4.104], [-1.856, -2.985, -1.818], [3.284, -0.206, -0.384], [4.266, -0.181, 5.446], [6.224, -2.291, 1.879], [1.724, 0.155, -2.029], [-2.580, 4.155, 1.738], [3.686, -2.951, 5.107], [2.768, -1.756, 5.298], [0.365, -3.278, -5.652], [-3.941, -1.887, -1.345], [-3.730, 4.939, 1.577], [1.389, -0.206, 1.565], [0.414, 1.113, -4.982], [-2.890, 3.039, -0.393], [-1.037, -4.128, -2.294], [2.273, 0.162, -4.447], [-1.481, 0.530, 3.598], [0.975, 0.377, 0.402], [-0.647, -1.336, -6.579], [4.026, -3.282, 6.086], [-1.453, -1.359, -5.522], [-1.401, -2.196, -4.497], [1.058, -0.821, 3.848], [-1.226, -1.817, -1.437], [-0.920, 3.657, 3.023], [0.607, 1.128, -6.048], [-3.760, 0.149, -0.694], [3.122, -3.778, 4.668], [-1.008, 1.615, -3.125], [-2.155, 2.311, -2.487], [-3.603, 2.582, -4.008], [-0.414, -4.171, -3.470], [-3.778, -3.925, -2.007], [-5.022, -1.885, -1.296], [-0.106, 1.069, -2.258], [-1.895, -0.713, -1.052], [4.810, -1.237, 0.670], [-1.593, 5.242, 4.787], [-1.494, 2.101, -5.142], [2.694, 0.239, 6.143], [1.031, 0.564, -2.753], [5.645, -1.207, -0.356], [-2.531, 3.958, -3.768], [-3.086, 3.174, -3.247]],
  "homo_lumo_gap_ev": 6.01,
  "charge": 3,
  "e_tot_ha": -2345.8032,
  "de_lowest_kcal_mol": 16.3
}